Record 1
{"formula": "C19H28ClFN7O4S", "method": "ωB97M-V/def2-TZVPD", "species": ["C", "C", "N", "C", "C", "N", "C", "N", "F", "N", "C", "C", "C", "C", "S", "C", "N", "N", "C", "O", "C", "C", "O", "Cl", "C", "C", "C", "N", "C", "O", "C", "C", "O", "H", "H", "H", "H", "H", "H", "H", "H", "H", "H", "H", "H", "H", "H", "H", "H", "H", "H", "H", "H", "H", "H", "H", "H", "H", "H", "H", "H"], "xyz": [[3.784, 0.465, 1.677], [3.930, -0.756, 0.790], [2.647, -1.166, 0.170], [1.850, -1.951, 1.101], [0.494, -2.363, 0.521], [-0.168, -1.283, -0.230], [-0.866, -1.506, -1.337], [-0.598, -2.337, -2.323], [0.491, -3.126, -2.296], [-1.987, -0.723, -1.496], [-1.964, 0.104, -2.733], [-2.106, -0.012, -0.203], [-2.942, 1.270, -0.218], [-2.371, 2.578, -0.834], [-2.336, 3.969, 0.337], [-0.779, 4.689, 0.130], [-0.564, 5.968, 0.230], [0.773, 6.158, 0.059], [1.292, 4.992, -0.158], [0.361, 4.005, -0.125], [-3.022, -1.021, 0.639], [-4.109, -1.590, -0.235], [-5.119, -1.042, -0.496], [-3.819, -3.236, -0.873], [-0.724, -0.087, 0.491], [-0.726, -0.203, 2.024], [-1.463, 0.923, 2.743], [0.109, 1.099, 0.257], [0.804, 1.167, -0.742], [1.383, 1.277, -1.708], [2.989, -1.881, -1.042], [3.551, -3.276, -0.979], [2.874, -1.322, -2.098], [4.771, 0.888, 1.835], [3.174, 1.222, 1.201], [3.407, 0.185, 2.657], [4.590, -0.491, -0.033], [4.424, -1.585, 1.303], [1.744, -1.442, 2.051], [2.364, -2.892, 1.329], [-0.127, -2.737, 1.329], [0.658, -3.221, -0.118], [-1.179, -2.469, -3.134], [-1.095, 0.763, -2.730], [-2.835, 0.740, -2.779], [-1.899, -0.500, -3.627], [-3.815, 1.032, -0.818], [-3.323, 1.491, 0.768], [-1.402, 2.471, -1.300], [-3.036, 2.895, -1.631], [2.321, 4.773, -0.359], [-2.451, -1.862, 1.011], [-3.533, -0.510, 1.440], [-1.071, -1.164, 2.388], [0.316, -0.113, 2.307], [-1.099, 0.962, 3.764], [-2.530, 0.753, 2.817], [-1.265, 1.877, 2.270], [3.657, -3.677, 0.022], [3.007, -3.961, -1.617], [4.557, -3.210, -1.386]], "homo_energy_ha": -0.4218, "total_charge": 1, "smiles": "CCN(CCN1C(NF)=[N+](C)[C@@](CCSc2nnco2)(CC(=O)Cl)[C@]1(CC)N=C=O)C(C)=O", "e_lumo_ev": -2.93, "de_lowest_ev": 0.000, "homo_lumo_gap_ha": 0.3140}

***

Record 2
{"formula": "C19H28CoNP", "method": "ωB97M-V/def2-TZVPD", "species": ["C", "C", "C", "C", "C", "C", "C", "C", "N", "Co", "C", "P", "H", "H", "H", "H", "H", "H", "H", "H", "C", "C", "H", "C", "C", "H", "H", "H", "H", "H", "H", "H", "H", "H", "H", "H", "H", "H", "H", "C", "C", "C", "C", "C", "C", "H", "H", "H", "H", "H"], "xyz": [[-2.788, 0.187, -3.914], [-2.416, -1.027, -3.353], [-1.593, -1.094, -2.205], [-1.185, 0.113, -1.606], [-1.479, 1.327, -2.243], [-2.322, 1.371, -3.355], [-1.453, -2.473, -1.624], [-0.189, -3.400, -1.862], [1.129, -2.855, -2.018], [-0.475, 0.536, 0.299], [-0.886, 2.605, -1.728], [0.593, 2.163, -0.687], [-2.799, -1.956, -3.777], [-2.582, 2.340, -3.782], [-3.459, 0.207, -4.771], [-1.574, 3.198, -1.105], [-0.530, 3.251, -2.538], [-1.636, -2.401, -0.535], [-2.289, -3.074, -2.038], [-0.134, -4.054, -0.974], [1.209, 3.711, -0.008], [1.755, 1.620, -1.955], [-0.391, -4.035, -2.750], [1.444, -2.089, -3.191], [1.983, -2.692, -0.866], [0.500, 1.021, 1.455], [1.855, -2.731, -3.994], [0.534, -1.592, -3.583], [2.199, -1.321, -2.941], [2.819, -3.406, -0.912], [2.411, -1.670, -0.828], [1.417, -2.859, 0.064], [2.147, 2.483, -2.508], [2.578, 1.074, -1.485], [1.252, 0.948, -2.655], [1.299, 4.479, -0.785], [0.544, 4.078, 0.786], [2.196, 3.532, 0.440], [0.993, 0.537, 0.950], [-1.541, -2.167, 4.189], [-1.444, -2.767, 2.928], [-1.034, -2.002, 1.810], [-0.965, -0.619, 1.912], [-1.153, 0.004, 3.151], [-1.365, -0.781, 4.309], [-1.731, -2.786, 5.071], [-1.645, -3.835, 2.803], [-0.761, -2.533, 0.895], [-1.094, 1.093, 3.210], [-1.392, -0.327, 5.300]], "homo_energy_ha": [-0.2433, -0.2728], "multiplicity": 4, "e_lumo_ev": [0.32, 0.03], "homo_lumo_gap_ha": [0.2551, 0.2737], "s_squared": 3.772}

***

Record 3
{"formula": "C19H28F9N2O4P3Ti", "method": "ωB97M-V/def2-TZVPD", "species": ["Ti", "C", "C", "O", "C", "C", "C", "N", "N", "C", "O", "C", "C", "C", "C", "C", "C", "H", "H", "H", "H", "H", "H", "H", "H", "H", "H", "H", "H", "C", "P", "C", "C", "C", "P", "C", "C", "H", "H", "H", "H", "H", "H", "H", "H", "H", "H", "H", "H", "H", "H", "H", "H", "F", "C", "F", "F", "O", "O", "F", "P", "F", "F", "F", "F", "F"], "xyz": [[-0.963, -0.040, 0.431], [-3.582, 2.593, 2.563], [-2.457, 1.621, 2.340], [-2.048, 1.542, 1.143], [-1.884, 0.935, 3.422], [-0.572, 0.425, 3.373], [0.125, 0.093, 4.659], [0.029, 0.288, 2.208], [1.415, 0.432, 2.198], [1.758, 0.634, 0.968], [0.908, 0.526, -0.023], [3.139, 1.083, 0.668], [3.469, 1.473, -0.626], [4.754, 1.909, -0.923], [5.721, 1.950, 0.069], [5.396, 1.558, 1.364], [4.115, 1.128, 1.663], [-4.465, 2.251, 2.021], [-3.821, 2.716, 3.618], [-3.290, 3.551, 2.131], [-2.363, 1.009, 4.388], [0.993, 0.735, 4.810], [-0.559, 0.203, 5.496], [0.486, -0.936, 4.606], [2.700, 1.453, -1.387], [4.996, 2.220, -1.931], [6.724, 2.289, -0.160], [6.147, 1.591, 2.144], [3.845, 0.826, 2.666], [0.375, -4.285, -1.206], [0.879, -2.618, -0.805], [2.529, -2.542, -0.117], [0.893, -1.604, -2.282], [-0.430, -1.055, -2.838], [-1.214, 0.746, -2.123], [-2.612, 0.430, -3.288], [0.183, 1.608, -2.964], [1.048, -4.720, -1.944], [-0.641, -4.241, -1.599], [0.376, -4.863, -0.285], [3.087, -3.438, -0.387], [2.409, -2.496, 0.966], [3.042, -1.652, -0.479], [1.399, -2.227, -3.033], [1.608, -0.806, -2.060], [-1.203, -1.829, -2.866], [-0.233, -0.806, -3.890], [-2.223, 0.025, -4.223], [-3.179, 1.330, -3.507], [-3.275, -0.307, -2.841], [-0.048, 1.688, -4.029], [1.098, 1.032, -2.847], [0.339, 2.607, -2.565], [-3.294, 2.576, -1.349], [-2.022, 2.605, -1.828], [-1.331, 3.417, -0.978], [-2.122, 3.365, -2.991], [-0.205, -2.009, 0.159], [0.151, -2.931, 1.286], [-2.571, -1.151, 1.357], [-3.775, -1.897, 0.424], [-2.865, -1.446, -0.861], [-2.945, -3.261, 0.497], [-4.516, -0.475, 0.363], [-4.873, -2.559, -0.528], [-4.555, -2.269, 1.764]], "homo_energy_ha": [-0.1578, -0.1567], "total_charge": -1, "multiplicity": 2, "e_lumo_ev": [2.49, 2.49], "de_lowest_ev": 1.007, "homo_lumo_gap_ha": [0.2492, 0.2482], "s_squared": 0.754}

***

Record 4
{"formula": "C19H28FeN4OP2S", "method": "ωB97M-V/def2-TZVPD", "species": ["Fe", "O", "N", "C", "C", "C", "C", "C", "S", "H", "H", "H", "H", "C", "P", "C", "C", "C", "C", "C", "C", "C", "H", "H", "H", "H", "H", "H", "H", "H", "H", "H", "H", "C", "N", "C", "N", "C", "N", "C", "P", "C", "C", "H", "H", "H", "H", "H", "H", "H", "H", "H", "H", "H", "H", "H"], "xyz": [[0.476, -0.779, 0.838], [-0.768, -1.363, -0.637], [-1.582, -2.365, -0.368], [-2.212, -2.967, -1.403], [-3.071, -4.009, -1.196], [-3.309, -4.461, 0.102], [-2.632, -3.861, 1.143], [-1.744, -2.815, 0.911], [-0.812, -2.083, 2.175], [-1.970, -2.558, -2.371], [-3.553, -4.472, -2.044], [-3.992, -5.277, 0.290], [-2.760, -4.199, 2.161], [3.032, -0.932, -1.469], [2.629, -1.414, 0.256], [3.886, -0.418, 1.162], [3.343, -3.088, 0.368], [3.248, -3.978, -0.700], [3.776, -5.255, -0.591], [4.395, -5.659, 0.583], [4.467, -4.787, 1.658], [3.933, -3.512, 1.558], [2.362, -1.439, -2.162], [4.066, -1.181, -1.709], [2.874, 0.141, -1.576], [4.897, -0.692, 0.862], [3.774, -0.565, 2.236], [3.706, 0.633, 0.931], [2.762, -3.679, -1.619], [3.707, -5.942, -1.424], [4.809, -6.655, 0.665], [4.941, -5.098, 2.580], [3.974, -2.846, 2.411], [0.622, 4.665, 2.242], [-0.757, 4.273, 1.726], [-1.592, 3.806, 2.915], [-0.936, 2.771, 3.615], [0.374, 3.196, 4.082], [1.216, 3.608, 2.968], [1.656, 2.491, 2.145], [0.261, 1.458, 1.415], [-0.623, 3.175, 0.726], [-0.885, 1.502, 2.904], [0.500, 5.540, 2.884], [1.240, 4.922, 1.383], [-1.204, 5.096, 1.316], [-2.552, 3.457, 2.535], [-1.739, 4.669, 3.567], [0.851, 2.373, 4.611], [0.258, 4.035, 4.773], [2.296, 1.852, 2.757], [2.264, 2.879, 1.325], [-1.610, 2.895, 0.362], [-0.024, 3.538, -0.110], [-0.564, 0.729, 3.605], [-1.886, 1.233, 2.561]], "homo_energy_ha": [-0.3447, -0.3397], "total_charge": 1, "multiplicity": 2, "e_lumo_ev": [-2.55, -2.56], "de_lowest_ev": 0.000, "homo_lumo_gap_ha": [0.2509, 0.2455], "s_squared": 0.767}